[1]
C19H25ClIN12NaO | the ωB97M-V functional and the def2-TZVPD basis

Last column: Löwdin charge in e.
Atoms and positions in Å:
1 I -1.436 -5.447 -1.832  0.317
2 Cl 0.146 -1.455 -4.892  0.656
3 Na -3.077 -1.699 -1.617  0.266
4 O 1.165 1.624 0.621  -0.008
5 N -7.125 -0.692 -0.362  -0.163
6 N -3.055 2.001 -3.296  -0.004
7 N -2.489 0.626 -1.659  -0.030
8 N -1.739 1.735 -3.362  -0.124
9 N -6.806 0.448 -1.008  -0.028
10 N -0.030 -2.176 1.946  0.095
11 N -4.780 1.392 -1.782  0.105
12 N -4.979 -0.753 -0.650  -0.036
13 N -6.064 -1.396 -0.153  -0.136
14 N -0.217 -0.890 1.551  -0.126
15 N -1.402 0.930 -2.410  -0.094
16 N -1.176 -2.090 0.012  0.106
17 C 1.111 -1.995 -2.426  -0.093
18 C 2.512 1.321 4.095  -0.049
19 C 1.523 0.853 1.763  -0.419
20 C 1.829 -1.669 -1.283  -0.043
21 C -3.472 1.305 -2.242  -0.508
22 C 2.348 0.479 -2.190  -0.052
23 C 0.250 0.219 2.343  -0.053
24 C 2.577 -0.242 1.428  -0.098
25 C -2.670 -3.940 -2.940  -0.648
26 C 3.339 2.552 2.100  -0.048
27 C 3.295 -0.110 0.079  -0.138
28 C 2.100 1.921 2.745  -0.523
29 C 1.079 3.035 3.005  -0.046
30 C -0.637 -2.852 0.992  -0.230
31 C 1.024 -1.066 -3.447  -0.676
32 C -0.899 -0.863 0.404  -0.139
33 C -5.491 0.362 -1.161  -0.526
34 C 1.622 0.179 -3.332  -0.119
35 C 2.467 -0.439 -1.147  -0.240
36 H 1.660 0.951 4.663  0.076
37 H 2.802 1.458 -2.089  0.110
38 H -1.217 0.038 -0.098  0.091
39 H 3.100 2.965 1.121  0.090
40 H 3.344 -0.241 2.206  0.095
41 H 1.881 -2.399 -0.482  0.112
42 H 3.710 3.358 2.736  0.080
43 H 0.395 -0.167 3.349  0.125
44 H 4.153 -0.791 0.110  0.118
45 H -2.083 -3.908 -3.871  -0.147
46 H 2.983 2.103 4.696  0.082
47 H -3.534 -4.580 -3.173  -0.142
48 H -5.362 1.956 -2.381  0.110
49 H 3.705 0.896 -0.031  0.095
50 H 4.146 1.827 1.980  0.079
51 H 0.598 -2.946 -2.505  0.071
52 H 1.496 0.908 -4.120  0.100
53 H 2.115 -1.229 1.484  0.094
54 H 1.563 3.842 3.558  0.080
55 H 0.239 2.688 3.608  0.080
56 H 0.689 3.437 2.072  0.091
57 H 3.232 0.508 3.994  0.075
58 H -0.677 -3.928 0.974  0.064
59 H 0.750 1.067 -0.053  0.083
60 H -0.533 0.978 2.360  0.140

Properties
ΔE to the lowest compared entry with this formula, charge and spin	0.000	eV
charge	-2
highest occupied orbital energy	-1.6	eV
total energy	-2391.5736	Ha



[2]
CH10NOSSi2 | the ωB97M-V functional and the def2-TZVPD basis

Last column: Löwdin charge in e.
Atoms and positions in Å:
1 S 2.472 2.295 1.049  0.392
2 Si 0.370 0.316 -1.727  0.578
3 Si -0.519 -0.286 0.471  0.400
4 O 0.354 -1.525 0.977  -0.174
5 N -2.235 -2.500 0.415  0.164
6 C -2.103 -1.244 0.099  -0.125
7 H -3.044 -3.021 0.289  0.112
8 H 3.731 1.878 1.047  -0.235
9 H 1.148 -1.573 1.416  0.040
10 H 2.642 3.657 1.614  -0.099
11 H -1.512 -2.955 1.092  0.189
12 H 0.452 -0.928 -2.285  -0.151
13 H -2.842 -0.613 -0.505  0.135
14 H 1.751 0.944 -1.761  -0.092
15 H -0.877 0.891 1.230  -0.023
16 H -0.428 1.375 -2.317  -0.110

Properties
ΔE to the lowest compared entry with this formula, charge and spin	1.206	eV
charge	+1
highest occupied orbital energy	-12.5	eV
total energy	-1150.9667	Ha



[3]
C2H4N4O2 | the ωB97M-V functional and the def2-TZVPD basis

Last column: Löwdin charge in e.
Atoms and positions in Å:
1 O 2.217 -0.086 -0.033  -0.158
2 O -1.995 0.458 -0.013  -0.031
3 N -0.622 0.752 0.248  -0.177
4 N -0.200 1.988 -0.256  0.020
5 N -2.153 -0.795 -0.072  -0.003
6 N 1.160 -1.028 -0.131  -0.027
7 C -1.119 -1.504 -0.113  -0.016
8 C 0.063 -0.531 0.146  -0.267
9 H 0.819 1.730 -0.867  0.179
10 H 0.119 2.485 0.817  0.185
11 H 2.837 -0.946 0.387  0.212
12 H -1.125 -2.522 -0.113  0.084

Properties
ΔE to the lowest compared entry with this formula, charge and spin	8.011	eV
charge	0
highest occupied orbital energy	-8.7	eV
total energy	-447.8080	Ha



[4]
CH4N2O3 | the ωB97M-V functional and the def2-TZVPD basis

Last column: Löwdin charge in e.
Atoms and positions in Å:
1 O 0.254 -1.763 -0.240  0.093
2 O -1.257 -1.314 -1.611  0.066
3 O 0.904 0.944 0.112  -0.172
4 N 0.916 0.432 1.395  0.026
5 N -0.347 -0.976 -0.878  -0.401
6 C -0.141 0.521 -0.612  -0.144
7 H -1.302 1.076 0.252  0.243
8 H -0.131 1.016 -1.602  0.135
9 H 1.157 -0.541 1.453  0.072
10 H -0.053 0.604 1.733  0.080

Properties
ΔE to the lowest compared entry with this formula, charge and spin	4.665	eV
charge	0
highest occupied orbital energy	-10.4	eV
total energy	-375.4958	Ha



[5]
C3H7IN2Si | the ωB97M-V functional and the def2-TZVPD basis

Last column: Löwdin charge in e.
Atoms and positions in Å:
1 I 3.586 0.257 0.147  0.394
2 Si 1.193 0.058 0.299  0.073
3 N 0.509 -0.832 -1.093  -0.158
4 N 0.479 -0.949 1.480  -0.095
5 C -0.439 -1.731 -0.549  -0.338
6 C -0.577 2.868 0.210  0.023
7 C -0.355 -1.739 0.935  -0.253
8 H 0.099 3.707 -0.060  -0.006
9 H -1.327 2.755 -0.523  -0.046
10 H -0.102 -2.704 -0.778  0.097
11 H -1.540 -1.723 -0.739  0.132
12 H -0.908 2.796 1.196  -0.056
13 H 0.522 -0.369 -2.017  0.091
14 H -1.139 -2.394 1.492  0.142

Properties
ΔE to the lowest compared entry with this formula, charge and spin	3.728	eV
charge	0
highest occupied orbital energy (spin up / spin down)	-8.8 / -7.2	eV
total energy	-815.1334	Ha



[6]
C4H5NO2 | the ωB97M-V functional and the def2-TZVPD basis

Last column: Löwdin charge in e.
Atoms and positions in Å:
1 O -1.657 0.647 -0.671  0.019
2 O -2.479 -0.845 0.935  0.133
3 N 1.234 0.241 1.169  0.102
4 C 0.408 -0.606 -1.012  0.014
5 C -1.571 -0.203 0.489  -0.258
6 C -0.248 0.795 -0.809  -0.215
7 C 0.127 -0.018 0.354  -0.358
8 H 1.777 -0.557 1.470  0.092
9 H -0.283 -1.329 -1.433  0.108
10 H 1.464 -0.812 -1.271  0.118
11 H 0.149 1.761 -1.114  0.154
12 H 1.078 0.927 1.892  0.092

Properties
ΔE to the lowest compared entry with this formula, charge and spin	2.570	eV
charge	0
highest occupied orbital energy	-9.4	eV
total energy	-360.5750	Ha



> ΔE to the lowest compared entry with this formula, charge and spin of number 5 (C3H7IN2Si)?

3.728 eV